Computed, not measured: a molecular structure, C31H19Cl2FNO8S2, with ωB97M-V with the def2-TZVPD basis set.

Results
gap between HOMO and LUMO = 7.3 eV
max |F| = 0.8 eV Å⁻¹
charge = -1
energy above the lowest of the compared OMol25 structures with the same formula, charge and spin = 0.0 kcal per mole
spin multiplicity = 1

```
64
Properties=species:S:1:pos:R:3:forces:R:3:lowdin_charge:R:1
C 5.88484 1.30252 2.02974 -0.155 0.137 0.011 -0.143
C 4.53146 1.60762 1.46626 -0.068 -0.039 -0.111 -0.778
Cl 4.01782 3.23762 1.73964 0.038 0.052 -0.005 0.709
C 3.77600 0.77324 0.75706 0.032 -0.006 0.181 -0.732
Cl 4.36919 -0.81230 0.40297 0.020 -0.059 -0.001 0.705
S 2.16691 1.11366 0.00629 -0.080 -0.062 -0.189 0.446
O 1.62475 -0.16977 -0.34902 -0.007 0.102 0.061 -0.355
O 2.46491 2.01809 -1.07438 -0.037 0.135 0.161 -0.324
N 1.36039 1.86694 1.16012 -0.258 -0.334 -0.356 -0.340
S 0.02559 1.25462 1.72346 0.301 0.311 0.620 0.465
O -0.63474 2.22981 2.53417 0.048 0.003 -0.139 -0.301
O 0.09761 -0.07900 2.24035 -0.039 -0.084 -0.183 -0.302
F -0.90421 1.12732 0.43780 -0.109 -0.058 -0.166 -0.199
H 6.01194 0.23640 2.19325 0.043 -0.008 -0.047 0.048
H 6.00572 1.83676 2.97091 0.041 -0.030 0.009 0.064
H 6.64701 1.66269 1.33494 0.068 -0.065 0.039 0.086
C 6.18738 -2.38510 -7.25918 -0.011 0.008 0.014 -0.069
C 6.43310 -2.28771 -5.89291 -0.015 0.008 -0.014 -0.064
C 5.54585 -1.61163 -5.07332 0.087 -0.062 0.000 -0.001
C 4.41148 -1.02417 -5.61865 -0.033 0.002 -0.032 -0.076
C 4.16890 -1.11101 -6.98989 -0.016 0.032 0.039 -0.083
C 5.05937 -1.79882 -7.80657 0.080 -0.048 -0.016 -0.011
C 2.97015 -0.46542 -7.60585 -0.052 0.019 -0.037 -0.279
O 2.76122 -0.55485 -8.79916 0.020 -0.006 -0.008 0.092
C 2.05110 0.29089 -6.71165 0.049 -0.033 0.014 -0.090
C 0.94958 0.93966 -7.25808 -0.082 0.045 -0.010 -0.014
C 0.08472 1.63940 -6.43384 0.020 -0.009 0.022 -0.065
C 0.31032 1.69248 -5.06124 0.001 -0.008 -0.046 -0.045
C 1.40588 1.05102 -4.50844 -0.052 0.035 0.069 0.023
C 2.27824 0.35277 -5.33584 0.014 -0.004 -0.068 -0.074
C 3.45979 -0.31128 -4.71606 -0.226 0.161 0.100 -0.274
O 3.62742 -0.25976 -3.52173 0.303 -0.174 0.049 0.130
H 6.88016 -2.91940 -7.89673 0.003 0.002 0.001 0.102
H 7.31901 -2.74226 -5.46840 -0.002 -0.007 -0.002 0.104
H 5.71705 -1.53048 -4.00810 -0.060 0.028 0.007 0.122
H 4.85658 -1.86455 -8.86683 -0.044 0.036 0.005 0.116
H 0.78280 0.88933 -8.32547 0.041 -0.036 -0.005 0.115
H -0.77092 2.14728 -6.86035 -0.005 -0.003 0.001 0.102
H -0.36931 2.23777 -4.41962 0.006 -0.001 0.009 0.111
H 1.59838 1.08665 -3.44246 0.050 0.002 0.012 0.111
C -5.85912 0.04369 8.99769 -0.005 -0.005 -0.018 -0.068
C -7.16046 -0.08561 8.52253 0.015 -0.001 -0.011 -0.070
C -7.38813 -0.30733 7.17566 -0.040 0.004 0.089 -0.010
C -6.31595 -0.39395 6.29491 0.038 -0.005 -0.009 -0.083
C -5.01299 -0.25233 6.76918 -0.024 0.017 -0.045 -0.079
C -4.78888 -0.03954 8.12399 -0.027 0.020 0.096 -0.006
C -3.83922 -0.31416 5.84216 0.067 -0.018 -0.011 -0.275
O -2.71266 -0.21288 6.27528 -0.011 -0.011 0.011 0.116
C -4.11188 -0.50648 4.39166 -0.050 0.008 -0.002 -0.076
C -3.04765 -0.51602 3.49753 0.055 -0.008 0.023 0.021
C -3.28510 -0.71083 2.14648 0.049 -0.004 -0.069 -0.033
C -4.58220 -0.89783 1.68435 0.000 0.000 0.033 -0.050
C -5.64830 -0.88262 2.56862 0.025 -0.008 -0.086 -0.011
C -5.42049 -0.68247 3.92414 0.011 0.014 0.062 -0.093
C -6.58352 -0.64887 4.84798 -0.051 -0.015 -0.051 -0.281
O -7.71995 -0.81965 4.45265 0.006 0.009 0.010 0.091
H -5.68202 0.21237 10.05225 -0.003 0.003 0.000 0.102
H -7.99666 -0.01321 9.20630 0.003 -0.005 0.003 0.102
H -8.39306 -0.41505 6.79085 0.022 -0.014 -0.054 0.116
H -3.77146 0.06251 8.47618 0.020 0.001 -0.058 0.119
H -2.03680 -0.36548 3.85283 -0.014 0.015 0.015 0.116
H -2.45066 -0.71031 1.45744 0.014 0.008 0.030 0.099
H -4.76074 -1.05057 0.62770 0.004 0.005 -0.001 0.106
H -6.66270 -1.02149 2.22034 -0.020 0.012 0.052 0.115
```
Forces are in eV/Å.

=====

Computed, not measured: 2 unconnected molecules or ions with the total composition C9H11O3 at a distorted geometry, with ωB97M-V with the def2-TZVPD basis set.

Results
gap between HOMO and LUMO = 6.2 eV
max |F| = 1.9 eV Å⁻¹
charge = -1
energy above the lowest of the compared OMol25 structures with the same formula, charge and spin = 31.4 kcal per mole
spin multiplicity = 1

```
23
Properties=species:S:1:pos:R:3:forces:R:3:lowdin_charge:R:1
C 0.25508 -2.79831 -0.20474 0.373 -0.638 1.412 0.001
C 0.56198 -2.52689 -1.65153 0.761 -0.129 1.185 -0.560
O 1.41374 -1.49196 -1.82673 -0.179 -0.140 -1.588 0.098
O 0.31023 -3.27020 -2.55503 -0.288 0.205 -0.400 0.089
H 0.11586 -3.85396 0.03745 -0.134 -0.133 -0.750 0.081
H -0.56212 -2.30582 0.31511 -0.095 0.538 -0.620 0.062
H 1.14901 -2.54811 0.37356 -0.085 0.312 -0.009 0.091
C -1.90895 1.79673 -1.07814 -0.423 0.596 0.755 -0.103
C 1.18876 0.81113 1.88325 1.641 0.702 -0.721 -0.524
C -0.05280 0.14217 1.79706 -0.683 -1.281 -0.501 -0.091
C 1.34380 1.95135 0.97324 -1.006 -0.834 0.773 -0.057
C -0.99422 0.41407 0.81318 0.570 1.645 -0.426 -0.126
C 0.33281 2.29706 0.11950 -0.856 0.244 -0.362 -0.112
C -0.86931 1.54961 -0.01497 0.225 -0.817 0.454 -0.331
O 2.19143 0.44102 2.56468 -0.428 -0.220 0.425 -0.149
H 1.52023 -0.86083 -1.11768 -0.375 0.073 0.869 0.104
H -0.20682 -0.81515 2.29300 0.360 0.233 0.473 0.085
H 2.26192 2.50950 1.02932 0.209 0.124 0.023 0.083
H -1.83001 -0.25466 0.64413 -0.179 -0.031 0.183 0.086
H 0.44311 3.21888 -0.45311 0.006 -0.170 -0.238 0.091
H -2.73624 1.09005 -0.95325 0.414 -0.486 -0.456 0.057
H -1.44337 1.77594 -2.06424 -0.468 -0.008 -0.205 0.063
H -2.48413 2.72837 -0.92404 0.640 0.216 -0.278 0.062
```
Forces are in eV/Å.

=====

Computed, not measured: 7 unconnected molecules or ions with the total composition C33H38F4O3 at a distorted geometry, with ωB97M-V with the def2-TZVPD basis set.

Results
gap between HOMO and LUMO = 9.7 eV
max |F| = 3.5 eV Å⁻¹
SMILES = Fc1ccccc1.Fc1ccccc1.Fc1ccccc1.Fc1ccccc1.CC(C)=O.CC(C)=O.CC(C)=O
energy above the lowest of the compared OMol25 structures with the same formula, charge and spin = 39.4 kcal per mole
spin multiplicity = 1

```
78
Properties=species:S:1:pos:R:3:forces:R:3:lowdin_charge:R:1
C -20.35781 -1.73768 1.06856 -1.030 3.335 -0.544 -0.037
C -19.42376 -2.53276 0.20656 -0.445 -0.131 1.216 -0.536
O -19.23498 -3.67090 0.55224 0.410 -0.890 -0.319 0.054
C -18.64787 -1.88231 -0.87597 -0.127 1.385 0.170 -0.014
H -19.80554 -0.95214 1.66147 -0.144 -0.762 -0.631 0.099
H -20.85945 -2.33978 1.78349 -0.334 -0.804 0.446 0.058
H -21.16470 -1.08749 0.53468 1.430 -1.295 0.460 0.113
H -18.47545 -2.57571 -1.67265 -0.116 -0.339 -0.614 0.056
H -17.64459 -1.66934 -0.44307 -0.646 0.307 -0.288 0.106
H -19.20361 -0.95768 -1.20345 1.007 -0.850 0.091 0.103
C -19.96200 -5.98680 -1.63825 0.040 0.560 0.289 -0.004
C -21.05657 -5.14265 -2.27407 -0.655 -1.288 -0.180 -0.475
O -21.23952 -3.96432 -2.10971 0.507 0.503 0.127 0.064
C -22.05298 -5.94580 -3.10996 1.156 -1.027 1.336 -0.007
H -19.32533 -5.34972 -1.00722 -0.351 -0.449 0.086 0.068
H -19.34044 -6.37771 -2.43456 0.198 -0.100 -0.409 0.054
H -20.37046 -6.88629 -1.12323 0.112 0.798 -0.139 0.096
H -21.58027 -6.84309 -3.52103 -0.056 0.208 -0.231 0.073
H -22.52478 -5.35010 -3.83395 -0.595 0.752 -0.953 0.038
H -22.77841 -6.33188 -2.39248 -0.251 0.085 -0.010 0.097
C -25.21038 -4.84273 -5.62551 -2.263 -1.240 -0.121 -0.016
C -26.25291 -4.26770 -4.66761 0.435 0.917 0.984 -0.481
O -27.28882 -4.82387 -4.36755 0.787 0.034 -0.571 0.057
C -25.94353 -2.87682 -4.02828 0.035 -1.306 -1.379 -0.021
H -25.76102 -5.68592 -6.08557 0.572 0.148 0.086 0.089
H -24.35854 -5.24409 -5.09524 0.323 0.250 0.057 0.054
H -24.98220 -4.16527 -6.42856 0.511 0.504 -0.052 0.075
H -26.25490 -2.17145 -4.85237 0.186 -0.199 1.353 0.102
H -24.87640 -2.76227 -3.79154 -0.265 0.056 -0.293 0.070
H -26.51191 -2.91423 -3.10717 -0.334 0.831 -0.075 0.070
F -18.35661 -4.22627 -4.18636 -0.538 0.662 -0.040 0.031
C -18.43405 -3.00260 -4.78896 0.174 0.524 0.440 -0.251
C -17.24713 -2.49316 -5.29213 -0.965 0.461 -0.561 -0.017
C -17.30593 -1.29462 -5.99133 0.731 0.972 0.006 -0.096
C -18.44695 -0.51544 -6.15471 -0.066 -1.234 -0.942 -0.086
C -19.59247 -1.07513 -5.61554 -1.227 1.023 0.624 -0.100
C -19.60328 -2.22796 -4.83979 0.713 -0.740 -0.495 -0.012
H -16.31745 -3.01170 -5.22829 0.351 -0.450 0.166 0.108
H -16.39589 -0.87724 -6.39246 0.322 -0.212 -0.125 0.101
H -18.45165 0.31061 -6.89231 -0.053 -0.367 0.980 0.117
H -20.57012 -0.57121 -5.68040 0.600 -0.079 -0.150 0.113
H -20.53915 -2.48022 -4.37760 -0.045 -0.586 0.222 0.102
F -13.58231 -7.06337 0.67711 -0.343 0.027 -0.193 0.050
C -14.37275 -6.89818 -0.41127 -0.133 0.671 -0.014 -0.278
C -14.86633 -8.00645 -1.07537 0.764 -0.673 -0.256 -0.009
C -15.50579 -7.76916 -2.28365 -0.299 0.246 0.465 -0.073
C -15.86995 -6.48816 -2.69764 0.870 -0.997 0.962 -0.087
C -15.43454 -5.39749 -2.01165 0.778 0.167 1.266 -0.066
C -14.63741 -5.61146 -0.86161 -0.401 0.567 -0.498 -0.002
H -14.62466 -9.03590 -0.72635 -0.175 0.980 -0.315 0.132
H -15.71896 -8.57978 -2.93605 -0.394 -0.677 -0.209 0.072
H -16.47190 -6.35383 -3.52517 -1.020 0.080 -1.826 0.059
H -15.68194 -4.40183 -2.38481 0.156 -0.189 0.409 0.107
H -14.25932 -4.73638 -0.35364 0.194 -0.174 0.291 0.111
F -21.36152 -9.63439 -1.56184 -0.271 0.525 0.045 0.051
C -20.21981 -10.26242 -1.22559 -1.013 -1.419 -0.123 -0.288
C -20.37527 -11.51609 -0.61862 0.268 1.715 -0.551 -0.012
C -19.27061 -12.25136 -0.28147 0.029 0.064 -0.224 -0.078
C -18.02275 -11.80917 -0.72016 0.514 0.287 -1.019 -0.079
C -17.90642 -10.59431 -1.41519 -0.478 0.046 1.076 -0.065
C -19.03272 -9.76630 -1.62304 2.076 -0.546 0.164 -0.020
H -21.39025 -11.80244 -0.54398 -0.782 -0.632 0.677 0.109
H -19.43318 -13.14493 0.29363 0.320 -0.435 -0.119 0.105
H -17.14670 -12.46069 -0.72074 -0.224 0.235 0.604 0.105
H -16.92256 -10.19558 -1.65125 -0.168 -0.275 -0.241 0.084
H -18.88443 -8.81484 -2.08497 -0.232 0.456 -0.191 0.084
F -15.36110 -9.70565 -5.60933 -0.965 0.145 0.547 0.029
C -16.44075 -8.84763 -5.50887 1.584 -1.041 -1.007 -0.262
C -17.55589 -9.16197 -4.77810 0.783 0.070 0.068 -0.019
C -18.57718 -8.24536 -4.80008 -1.030 -0.792 0.730 -0.098
C -18.46049 -7.07277 -5.45532 -0.063 1.516 -0.031 -0.111
C -17.30650 -6.79620 -6.13259 0.409 1.190 -1.999 -0.099
C -16.31767 -7.71988 -6.28828 0.170 -0.590 0.441 -0.010
H -17.59006 -10.00735 -4.13384 -0.049 -0.754 0.100 0.103
H -19.49980 -8.46844 -4.30036 -0.266 -0.142 0.356 0.100
H -19.19261 -6.29338 -5.39128 -0.526 0.033 -0.007 0.099
H -17.18860 -5.89838 -6.73503 -0.325 0.163 0.311 0.116
H -15.50593 -7.62988 -6.99705 0.146 0.185 0.292 0.128
```
Forces are in eV/Å.